# 1
DFT (ωB97M-V/def2-TZVPD) results for a cluster of 2 separate species, C14H12N8O4 in total at a distorted geometry.

Each line ends with the Mulliken charge.
Atoms and positions in Å:
O1 2.47171 2.60623 3.23734  -0.598
N1 1.94839 1.50538 2.97887  1.003
O2 2.61432 0.44688 2.84448  -0.578
C1 0.52781 1.36160 2.82398  -0.134
C2 -0.39647 2.41709 3.01646  -0.270
C3 -1.75982 2.15758 3.04025  -0.340
N2 -2.70213 3.25911 3.18361  0.928
O3 -3.92426 3.04852 3.15268  -0.533
O4 -2.20867 4.40083 3.32903  -0.593
C4 -2.22092 0.79639 2.95562  0.607
N3 -3.39712 0.15464 3.11386  -0.327
N4 -3.14241 -1.16680 2.89439  -0.559
N5 -1.88461 -1.38880 2.63604  -0.538
N6 -1.26396 -0.16978 2.68879  0.627
C5 0.07542 0.07109 2.59462  0.016
H1 -0.03057 3.42164 3.18380  0.594
H2 0.71611 -0.79512 2.54900  0.749
C6 -0.89192 0.82303 -3.50532  -1.714
C7 -0.03777 -0.18703 -2.79511  0.822
C8 -0.07251 -0.18560 -1.39669  -0.614
C9 0.69509 -1.10888 -0.68798  -0.114
N7 0.84733 -1.35475 0.66443  -0.039
C10 1.71448 -2.34260 0.79808  -0.476
N8 2.14194 -2.78950 -0.42782  -0.090
C11 1.51105 -2.02574 -1.40138  0.437
C12 1.56000 -2.04070 -2.78010  -1.160
C13 0.77268 -1.11056 -3.48516  1.098
C14 0.81527 -1.12301 -4.98846  -1.748
H3 -0.81536 0.74917 -4.59335  0.372
H4 -1.94933 0.71072 -3.23441  0.357
H5 -0.62247 1.84729 -3.21785  0.353
H6 -0.68940 0.52232 -0.84161  0.533
H7 2.08909 -2.78260 1.71978  0.381
H8 2.79890 -3.54271 -0.59745  0.215
H9 2.20001 -2.77130 -3.29216  0.245
H10 1.49551 -1.91691 -5.32184  0.353
H11 -0.16930 -1.32183 -5.43379  0.369
H12 1.18389 -0.17530 -5.40458  0.366

Energy above the lowest of the compared OMol25 structures with the same formula, charge and spin, kcal per mole: 0.0
Net charge: 0
E_tot, eV: -34815.924
HOMO level, eV: -8.882
SMILES: O=[N+]([O-])c1cc([N+](=O)[O-])c2nnnn2c1.Cc1cc2nc[nH]c2cc1C
Lowest unoccupied orbital energy, eV: -1.7
Multiplicity: 1



# 2
DFT (ωB97M-V/def2-TZVPD) results for a structure of composition C14H12NO2OsS2 at a distorted geometry.

Each line ends with the Mulliken charge.
Atoms and positions in Å:
Os1 0.35650 -0.63776 1.15818  0.875
C1 0.96360 -4.68636 -1.14632  -1.614
C2 1.14660 -3.38046 -0.45302  0.755
S1 -0.26560 -2.80966 0.32898  -0.231
C3 2.35030 -2.67956 -0.45252  0.576
C4 3.58270 -3.15406 -1.13822  -1.379
S2 2.55110 -1.16956 0.33488  -0.240
H1 -0.05580 -5.03916 -1.00092  0.449
H2 1.64640 -5.44806 -0.76742  0.361
H3 1.13600 -4.58336 -2.21932  0.353
H4 3.44850 -4.09536 -1.66162  0.355
H5 4.39480 -3.26316 -0.41582  0.358
H6 3.91560 -2.39586 -1.85022  0.341
O1 -0.57930 0.99214 4.68458  -0.527
C5 -0.41510 0.70154 3.52998  0.555
O2 0.19350 -0.36406 3.10058  -0.534
C6 -0.91530 1.57154 2.38648  0.421
C7 -1.60460 2.76744 2.59788  -0.655
C8 -2.02490 3.49574 1.51148  -0.448
C9 -1.75630 3.03014 0.20968  1.192
C10 -2.15850 3.72684 -0.94972  -0.810
C11 -1.87180 3.23034 -2.19352  -0.613
C12 -1.17210 2.01794 -2.32672  -0.769
C13 -0.76750 1.31624 -1.22082  -0.533
C14 -1.04880 1.80384 0.06858  0.675
N1 -0.64230 1.09824 1.16348  -0.596
H7 -1.78850 3.08704 3.61128  0.507
H8 -2.56070 4.42374 1.63338  0.485
H9 -2.69540 4.65694 -0.82572  0.405
H10 -2.18350 3.77034 -3.07542  0.412
H11 -0.95700 1.64524 -3.31572  0.433
H12 -0.22250 0.37114 -1.30642  0.439

Net charge: +1
E_tot, eV: -44427.613
HOMO level (spin up / spin down), eV: -11.533 / -11.535
Lowest unoccupied orbital energy (spin up / spin down), eV: -6.7 / -6.7
Multiplicity: 1



# 3
DFT (ωB97M-V/def2-TZVPD) results for a structure of composition C14H13BClF2IN2O3Pt.

Each line ends with the Mulliken spin population.
Atoms and positions in Å:
Pt1 1.80624 -0.74249 -0.98451  1.513
Cl1 0.92816 -1.64423 6.16452  0.123
C1 0.71645 -1.74219 4.49578  0.395
C2 -0.33831 -2.56502 4.01399  0.148
C3 -0.56775 -2.71649 2.66040  0.321
I1 -2.01880 -3.95797 2.06184  0.712
C4 0.22050 -2.00463 1.59882  -0.009
O1 0.65038 -2.93702 0.68826  0.049
C5 1.34679 -1.16207 2.19426  0.177
N1 2.12410 -0.54112 1.31437  -0.011
C6 3.15148 0.19303 1.73907  0.104
C7 3.45096 0.35444 3.08984  -0.023
C8 2.65735 -0.26919 4.01690  0.083
C9 1.56996 -1.05664 3.58259  0.002
H1 -0.95434 -3.08312 4.73897  -0.015
H2 3.75302 0.66722 0.97445  0.015
H3 4.29827 0.95545 3.38619  0.002
H4 2.86320 -0.17296 5.07364  0.006
F1 1.70278 -3.73013 -1.16796  0.036
B1 1.34959 -2.66470 -0.48916  0.250
F2 -0.65137 -1.12419 0.95694  0.023
O2 0.69331 1.07913 -1.10580  0.094
C10 -0.37081 0.75036 -1.73785  -0.013
O3 -0.60000 -0.36831 -2.19699  0.005
C11 -1.38199 1.87071 -1.95041  0.013
N2 -2.63968 1.21762 -2.46746  0.003
C12 -2.93585 1.76703 -3.84954  0.000
C13 -1.57213 2.22449 -4.33174  0.000
C14 -0.95191 2.82901 -3.07400  0.002
H5 -1.56242 2.38482 -1.00958  -0.002
H6 -3.42926 1.32497 -1.83535  0.000
H7 -2.39697 0.21292 -2.53604  0.001
H8 -3.62674 2.59979 -3.73259  0.000
H9 -3.40329 0.98781 -4.44518  0.000
H10 -1.66063 2.94731 -5.13929  0.000
H11 -0.98967 1.37671 -4.69432  0.000
H12 -1.36132 3.82117 -2.88354  0.000
H13 0.13066 2.91849 -3.11953  -0.001

Net charge: +2
E_tot, eV: -53816.284
⟨S²⟩: 6.020
HOMO level (spin up / spin down), eV: -13.621 / -15.403
Lowest unoccupied orbital energy (spin up / spin down), eV: -6.2 / -10.9
Multiplicity: 5



# 4
DFT (ωB97M-V/def2-TZVPD) results for a structure of composition C14H13CrF9N4O8S2Te at a distorted geometry.

Each line ends with the Mulliken spin population.
Atoms and positions in Å:
Cr1 0.88711 1.36264 0.50167  3.872
N1 0.34056 0.78230 3.21644  0.040
N2 0.36954 1.94421 3.99600  -0.005
C1 0.13610 3.17547 3.36729  0.009
O1 -0.03467 4.16050 4.06402  0.001
O2 0.18612 3.11115 2.06669  0.018
H1 -0.60031 0.42885 3.08089  -0.005
H2 0.95142 0.08052 3.60312  -0.003
H3 -0.05570 1.90133 4.90894  0.002
F1 -3.29943 2.14212 -1.41008  0.001
C2 -3.54595 2.19407 -0.09551  -0.001
F2 -4.08810 1.01029 0.25472  0.000
F3 -4.48960 3.12976 0.10621  0.000
S1 -1.99834 2.50806 0.92096  -0.005
O3 -1.16343 1.43969 0.35537  -0.074
O4 -2.56255 2.31208 2.23080  0.001
N3 -1.75226 3.95029 0.33939  0.003
S2 -0.22924 4.43739 0.18666  0.005
O5 0.24132 5.56975 0.91780  0.001
O6 0.70271 3.43820 -0.34585  -0.005
C3 -0.63606 5.30044 -1.45033  0.001
F4 -1.54431 6.28500 -1.30923  0.000
F5 -1.13190 4.44793 -2.37034  0.000
F6 0.46117 5.86060 -1.99237  0.000
O7 4.78729 1.68544 0.52360  0.035
N4 3.78220 1.25958 0.01817  0.015
O8 2.72224 1.57813 0.66263  -0.005
F7 -1.53428 -7.75570 0.72405  0.001
C4 -0.29265 -7.41639 0.27980  -0.001
F8 -0.24906 -7.87604 -1.00105  0.001
F9 0.57094 -8.18363 0.98088  0.000
C5 -0.01125 -5.96617 0.37762  0.020
C6 1.03926 -5.47645 1.14891  -0.007
C7 1.28670 -4.12053 1.20197  0.030
C8 0.49291 -3.20534 0.48735  -0.030
C9 -0.55651 -3.72412 -0.29844  0.024
C10 -0.80309 -5.07664 -0.35139  -0.009
C11 0.72315 -1.81368 0.54253  0.161
C12 0.89795 -0.60214 0.58227  -0.194
H4 1.65771 -6.17086 1.70245  0.000
H5 2.10574 -3.73756 1.79558  0.001
H6 -1.16376 -3.03099 -0.86484  0.003
H7 -1.60934 -5.46957 -0.95928  -0.001
C13 0.13037 0.96996 -4.71684  0.052
Te1 0.43378 1.55886 -2.60666  0.037
C14 1.87461 -0.06371 -2.55039  0.025
H8 -0.21783 -0.05875 -4.79993  -0.002
H9 1.06432 1.07611 -5.26645  0.000
H10 -0.61811 1.62966 -5.15565  -0.003
H11 2.56883 0.03792 -3.38296  0.000
H12 1.35898 -1.02052 -2.60604  0.002
H13 2.41470 0.00051 -1.61114  -0.011

Energy above the lowest of the compared OMol25 structures with the same formula, charge and spin, kcal per mole: 33.8
Net charge: -2
E_tot, eV: -118909.986
⟨S²⟩: 6.023
HOMO level (spin up / spin down), eV: -2.239 / -2.664
Lowest unoccupied orbital energy (spin up / spin down), eV: 4.0 / 3.9
Multiplicity: 5



# 5
DFT (ωB97M-V/def2-TZVPD) results for a cluster of 2 separate species, C14H13F3NO in total at a distorted geometry.

Each line ends with the Mulliken charge.
Atoms and positions in Å:
F1 2.37999 3.73231 -1.11362  -0.279
C1 2.38297 2.37694 -0.83742  0.287
C2 3.60455 1.74819 -0.61740  -0.587
C3 3.56583 0.35215 -0.48635  0.134
F2 4.77513 -0.32288 -0.39470  -0.278
C4 2.40327 -0.38272 -0.54558  -1.000
C5 1.16219 0.28781 -0.59793  0.458
C6 -0.02501 -0.51972 -0.33623  -0.455
C7 -1.38229 0.00985 -0.39519  0.676
C8 -2.44183 -0.89559 -0.72410  -0.265
C9 -3.74734 -0.45553 -0.85033  -0.687
C10 -4.06782 0.90223 -0.64394  -0.532
C11 -3.04692 1.75227 -0.24402  0.107
F3 -3.34257 3.08550 -0.04206  -0.287
C12 -1.71983 1.34188 -0.11632  -0.962
C13 1.17227 1.67286 -0.91351  -0.854
H1 4.54309 2.29360 -0.65898  0.488
H2 2.42732 -1.46925 -0.54952  0.780
H3 0.10751 -1.58308 -0.59104  0.551
H4 -2.19334 -1.94709 -0.92458  0.536
H5 -4.52969 -1.15957 -1.16091  0.398
H6 -5.07304 1.27328 -0.85670  0.452
H7 -0.97393 2.06093 0.20782  0.896
H8 0.26443 2.19152 -1.23972  0.965
C14 1.28881 -2.36857 2.01993  -0.817
N1 0.23481 -1.53406 1.44289  -0.001
O1 -1.00171 -2.16692 1.75164  -0.434
H9 2.09255 -2.49100 1.28799  0.266
H10 1.68172 -1.87453 2.91195  0.334
H11 0.89165 -3.36392 2.31384  0.317
H12 0.19557 -0.62378 1.89117  0.366
H13 -1.62833 -1.92313 1.01293  0.427

Net charge: +1
E_tot, eV: -26408.677
HOMO level, eV: -13.304
Lowest unoccupied orbital energy, eV: -5.5
Multiplicity: 1



# 6
DFT (ωB97M-V/def2-TZVPD) results for an isolated molecule of C14H13FN2OS.

Each line ends with the Mulliken charge.
Atoms and positions in Å:
C1 -1.17098 1.61554 -2.40043  -0.802
O1 -0.43494 1.42674 -1.20535  -0.316
C2 0.36262 0.30093 -1.18186  0.419
C3 1.73985 0.46953 -1.21877  -0.382
C4 2.59042 -0.61998 -1.21267  -0.538
C5 2.06558 -1.90105 -1.19644  -0.678
C6 0.69867 -2.08392 -1.13255  -0.478
C7 -0.16724 -0.99464 -1.08732  0.227
N1 -1.54351 -1.23605 -0.97221  -0.024
C8 -2.48291 -0.49973 -0.32012  -0.320
S1 -4.06960 -0.62488 -0.76868  -0.349
N2 -2.12835 0.32822 0.69361  0.022
C9 -0.95022 0.34499 1.43849  0.239
C10 -0.28005 -0.83242 1.76674  -0.161
C11 0.89281 -0.78432 2.49564  -0.568
C12 1.40968 0.42480 2.92718  -0.612
C13 0.71074 1.57951 2.62444  0.158
F1 1.18996 2.76493 3.05253  -0.344
C14 -0.45995 1.56507 1.89447  -0.495
H1 -0.50073 1.69030 -3.26299  0.302
H2 -1.89249 0.81323 -2.57847  0.315
H3 -1.70574 2.55478 -2.27393  0.269
H4 2.12537 1.47628 -1.26322  0.462
H5 3.65812 -0.46875 -1.24153  0.429
H6 2.72011 -2.75857 -1.22168  0.399
H7 0.28219 -3.08025 -1.09807  0.431
H8 -1.92301 -1.99417 -1.52411  0.295
H9 -2.81366 1.04009 0.90737  0.279
H10 -0.68756 -1.78404 1.46511  0.506
H11 1.40681 -1.70162 2.73696  0.409
H12 2.32444 0.48113 3.49396  0.470
H13 -0.96645 2.48832 1.66389  0.439

Energy above the lowest of the compared OMol25 structures with the same formula, charge and spin, kcal per mole: 0.0
Net charge: 0
E_tot, eV: -33309.384
HOMO level, eV: -8.053
SMILES: COc1ccccc1NC(=S)Nc1cccc(F)c1
Lowest unoccupied orbital energy, eV: 0.5
Multiplicity: 1